DFT (ωB97M-V/def2-TZVPD) results for an isolated molecule of C18H18O3 at a distorted geometry.

Output
Charge: 0
SMILES: O[C@H]1C=CO[C@@H](c2ccccc2)[C@H]1OCc1ccccc1
Kohn-Sham gap, eV: 9.7
Strongest force on any atom, eV Å⁻¹: 4.38
Relative energy (zero: lowest compared OMol25 entry of this formula, charge and spin), kJ/mol: 398.5

Positions of all 39 atoms, in Å:
O (1.757, -1.795, -1.649)
C (2.194, -1.972, -0.330)
C (3.651, -1.530, -0.285)
C (3.942, -0.358, 0.370)
O (2.975, 0.430, 1.030)
C (1.601, 0.259, 0.732)
C (1.007, 0.962, -0.547)
C (1.599, 2.123, -1.084)
C (1.033, 2.783, -2.177)
C (-0.099, 2.298, -2.673)
C (-0.718, 1.177, -2.194)
C (-0.246, 0.614, -0.962)
C (1.459, -1.251, 0.812)
O (0.113, -1.727, 0.998)
C (-0.633, -1.115, 2.016)
C (-1.927, -0.598, 1.490)
C (-2.294, 0.731, 1.722)
C (-3.578, 1.095, 1.208)
C (-4.344, 0.295, 0.392)
C (-3.969, -1.016, 0.198)
C (-2.776, -1.521, 0.742)
H (2.300, -0.993, -1.943)
H (2.063, -3.048, -0.206)
H (4.434, -2.074, -0.685)
H (4.937, 0.050, 0.406)
H (1.092, 0.824, 1.491)
H (2.502, 2.460, -0.800)
H (1.428, 3.690, -2.572)
H (-0.490, 2.766, -3.505)
H (-1.547, 0.787, -2.650)
H (-0.782, -0.248, -0.581)
H (1.917, -1.581, 1.749)
H (-0.810, -1.913, 2.739)
H (-0.030, -0.428, 2.674)
H (-1.599, 1.417, 2.255)
H (-3.770, 2.076, 1.363)
H (-5.312, 0.568, 0.096)
H (-4.673, -1.695, -0.207)
H (-2.409, -2.541, 0.569)

Which charges does natural (NBO) predict for the atoms? In e, they are: O -0.6932; C 0.0557; C -0.3433; C 0.1544; O -0.5152; C 0.0649; C -0.0906; C -0.2037; C -0.2066; C -0.2246; C -0.1937; C -0.1427; C 0.0630; O -0.5447; C -0.1070; C -0.0355; C -0.2162; C -0.1838; C -0.2310; C -0.1865; C -0.2145; H 0.4742; H 0.2009; H 0.2229; H 0.2005; H 0.2086; H 0.2045; H 0.2106; H 0.2011; H 0.2071; H 0.2271; H 0.1896; H 0.1907; H 0.1827; H 0.2209; H 0.2003; H 0.2140; H 0.2089; H 0.2301